Entry 1:
The following is a DFT calculation (ωB97M-V with the def2-TZVPD basis set) of one molecule with the formula C4H6O2 in a non-equilibrium geometry.

Element x y z (Å)
O: 0.6061 -0.5031 -1.7730
C: 0.0236 0.3675 -0.8500
C: -1.1689 -0.1409 0.0302
C: -0.3203 0.1349 1.2861
O: 1.1021 -0.7086 0.8678
C: 0.8189 0.5915 0.4424
H: 0.9461 -1.2551 -1.2644
H: -0.2071 1.2913 -1.3807
H: -2.0465 0.5117 -0.0664
H: -1.4865 -1.1772 -0.0960
H: 0.3316 -0.5816 1.9955
H: 1.5683 1.3478 0.6446

**Lowest unoccupied orbital energy**: 0.9 eV
**SMILES**: O[C@H]1C[C@H]2O[C@@H]12
**Gap between HOMO and LUMO**: 10.9 eV
**Energy relative to the best compared isomer or geometry (same formula, charge and spin)**: 5.053 eV

Atomic partial charges in e from the Löwdin method, atoms 1 to 2: O -0.008; C -0.322

---

Entry 2:
The following is a DFT calculation (ωB97M-V with the def2-TZVPD basis set) of one molecule with the formula C4H6O2.

Element x y z (Å)
C: 0.9083 1.3087 -0.2524
C: 0.9593 -0.0721 0.3536
O: 1.8198 -0.4254 1.1305
C: -0.1155 -1.0468 -0.0484
C: -1.5227 -0.7006 0.1935
O: -0.9795 -0.6767 -1.1110
H: -0.1017 1.6006 -0.5472
H: 1.3393 2.0310 0.4427
H: 1.5159 1.3028 -1.1643
H: 0.1824 -2.0939 -0.0136
H: -1.7713 0.2718 0.6209
H: -2.2344 -1.4992 0.3958

**Lowest unoccupied orbital energy**: 0.9 eV
**SMILES**: CC(=O)[C@H]1CO1
**Gap between HOMO and LUMO**: 10.8 eV
**Energy relative to the best compared isomer or geometry (same formula, charge and spin)**: 1.661 eV

Atomic partial charges in e from the Löwdin method, atoms 1 to 2: C 0.002; C -0.397

---

Entry 3:
The following is a DFT calculation (ωB97M-V with the def2-TZVPD basis set) of one molecule with the formula C4H6O2 in a non-equilibrium geometry.

Element x y z (Å)
O: -1.0774 -1.7923 0.7977
C: -0.6045 -0.6393 0.3220
C: -0.1212 -0.2923 -1.0419
C: 0.9294 0.7589 -0.6258
O: 0.5159 1.3100 0.6372
C: -0.2919 0.3414 1.2114
H: -0.9360 0.1540 -1.6255
H: 0.3051 -1.1214 -1.6101
H: 1.9099 0.2745 -0.5145
H: 1.0219 1.5826 -1.3357
H: -0.9725 0.7384 1.9630
H: -0.7516 -1.3284 1.7655

**Lowest unoccupied orbital energy**: 0.8 eV
**SMILES**: OC1=COCC1
**Gap between HOMO and LUMO**: 8.7 eV
**Energy relative to the best compared isomer or geometry (same formula, charge and spin)**: 3.208 eV

Atomic partial charges in e from the Löwdin method, atoms 1 to 2: O 0.026; C -0.394

---

Entry 4:
The following is a DFT calculation (ωB97M-V with the def2-TZVPD basis set) of one molecule with the formula C4H6O2 in a non-equilibrium geometry.

Element x y z (Å)
O: 2.4169 -0.5705 -0.2110
C: 1.6993 0.1186 0.4693
C: 0.2541 0.4148 0.0815
C: -0.4160 -0.6793 -0.7743
C: -1.8492 0.3502 0.9911
O: -0.5599 0.4413 1.2690
H: 2.0631 0.5967 1.4020
H: 0.2416 1.4126 -0.3900
H: 0.1712 -1.5924 -0.7961
H: -0.6633 -0.3443 -1.7826
H: -1.3443 -0.9814 -0.2444
H: -2.0137 0.8338 -0.0145

**Lowest unoccupied orbital energy**: 0.0 eV
**Gap between HOMO and LUMO**: 8.9 eV
**Energy relative to the best compared isomer or geometry (same formula, charge and spin)**: 4.830 eV

Atomic partial charges in e from the Löwdin method, atoms 1 to 2: O 0.077; C -0.185

---

Entry 5:
The following is a DFT calculation (ωB97M-V with the def2-TZVPD basis set) of one molecule with the formula C4H6O2.

Element x y z (Å)
C: -1.0596 -0.2711 -0.7253
C: 0.3720 -0.3764 -0.4134
C: 0.5319 1.1986 -0.3184
O: 1.2335 1.8180 -1.0765
C: 0.6918 -0.7406 0.9306
O: -0.3180 -0.8263 1.7423
H: -1.3409 -0.3420 -1.7701
H: -1.1037 -0.9618 1.1035
H: -1.6850 0.4014 -0.1407
H: 1.0600 -0.7102 -1.1872
H: -0.0671 1.6354 0.4965
H: 1.6850 -0.8250 1.3588

**Lowest unoccupied orbital energy (spin up / spin down)**: -0.2 / -0.5 eV
**Gap between HOMO and LUMO (spin up / spin down)**: 7.5 / 6.9 eV
**Energy relative to the best compared isomer or geometry (same formula, charge and spin)**: 4.377 eV

Atomic partial charges in e from the Löwdin method, atoms 1 to 2: C -0.032; C -0.355

---

Entry 6:
The following is a DFT calculation (ωB97M-V with the def2-TZVPD basis set) of one molecule with the formula C4H6O2.

Element x y z (Å)
C: 0.0187 -0.0210 -1.4208
C: 0.0974 0.4322 0.0224
O: -0.7945 1.4166 0.4993
C: 1.3773 0.2839 0.7554
C: -0.9288 0.1066 1.0420
O: 2.1408 -0.6210 0.5176
H: -0.0993 -1.1045 -1.4366
H: -0.8250 0.4392 -1.9464
H: 0.9355 0.2140 -1.9738
H: 1.4651 0.9605 1.6316
H: -1.7346 -0.5465 0.7232
H: -0.6964 0.0235 2.1118

**Lowest unoccupied orbital energy**: 0.9 eV
**SMILES**: C[C@]1(C=O)CO1
**Gap between HOMO and LUMO**: 10.8 eV
**Energy relative to the best compared isomer or geometry (same formula, charge and spin)**: 2.056 eV

Atomic partial charges in e from the Löwdin method, atoms 1 to 2: C 0.010; C -0.466

---

Entry 7:
The following is a DFT calculation (ωB97M-V with the def2-TZVPD basis set) of one molecule with the formula C4H6O2.

Element x y z (Å)
C: -1.4283 0.4503 0.1279
O: -0.6190 0.8644 -0.9937
C: 0.2884 -0.2286 -0.7971
C: 1.4921 0.1367 0.0581
O: 0.7115 0.0007 1.2637
C: -0.3826 -0.5763 0.5363
H: -2.3721 0.0072 -0.2182
H: -1.6256 1.2547 0.8426
H: 0.3956 -0.8615 -1.6807
H: 2.2863 -0.6215 0.0248
H: 1.9136 1.1371 -0.0749
H: -0.6598 -1.5634 0.9112

**Lowest unoccupied orbital energy**: 1.1 eV
**SMILES**: C1O[C@H]2CO[C@@H]12
**Gap between HOMO and LUMO**: 10.8 eV
**Energy relative to the best compared isomer or geometry (same formula, charge and spin)**: 2.794 eV

Atomic partial charges in e from the Löwdin method, atoms 1 to 2: C -0.106; O -0.069

---

Entry 8:
The following is a DFT calculation (ωB97M-V with the def2-TZVPD basis set) of C4H6O2 as an isolated structure in a non-equilibrium geometry.

Element x y z (Å)
O: -1.5604 -1.2535 2.1940
C: -1.2324 -0.6809 1.2062
C: 0.0968 -0.9149 -0.0514
C: -0.1208 0.2855 -0.9102
C: 1.2117 0.7764 -0.3183
O: 1.2979 -0.4112 0.5053
H: -1.6355 0.5235 0.7135
H: 0.1189 -1.9711 -0.3422
H: -1.0240 0.8293 -0.3277
H: -0.3663 0.2842 -1.9754
H: 1.1334 1.6864 0.2880
H: 2.0806 0.8463 -0.9818

**Lowest unoccupied orbital energy**: 0.8 eV
**Gap between HOMO and LUMO**: 9.8 eV
**Energy relative to the best compared isomer or geometry (same formula, charge and spin)**: 4.083 eV

Atomic partial charges in e from the Löwdin method, atoms 1 to 2: O 0.071; C -0.125